(1)
ORCA calculation (the ωB97M-V functional and the def2-TZVPD basis) on a 10-piece molecular cluster, C30H63O13P overall.

Atoms and positions in Å:
C: 3.94446 3.30115 2.56233
C: 3.11833 1.93179 2.56812
O: 2.62493 1.49853 3.60141
C: 3.18165 1.16007 1.17975
H: 4.37086 3.31111 1.61465
H: 4.88494 3.25041 3.17032
H: 3.37000 4.09620 3.04242
H: 2.45304 1.44735 0.45737
H: 2.94310 0.10946 1.61910
H: 4.04666 1.12554 0.90115
C: -2.37348 4.38229 -1.13364
C: -3.64964 4.41393 -0.48017
O: -4.46259 5.19828 -0.71011
C: -4.00344 3.18868 0.46587
H: -2.35442 4.49865 -2.17323
H: -1.98580 3.31786 -0.95745
H: -1.71176 5.14112 -0.72279
H: -3.89007 2.13115 0.08780
H: -4.92590 3.42310 0.96102
H: -3.32237 3.18301 1.36923
C: -4.22064 0.87422 -4.12149
C: -2.69266 0.45038 -4.36950
O: -2.40771 -0.79192 -4.46961
C: -1.59847 1.48098 -4.39923
H: -4.57435 1.08075 -2.91424
H: -4.99072 0.33863 -4.59028
H: -4.30482 1.78085 -4.63565
H: -0.95309 0.77490 -4.26835
H: -1.77908 2.10180 -3.52935
H: -1.62170 1.98182 -5.24892
C: -0.64289 -0.07374 3.94614
C: 0.14711 -1.09253 4.82299
O: -0.51731 -1.62101 5.68693
C: 1.56703 -1.18996 4.68167
H: -1.60288 -0.00671 4.31436
H: -0.25848 -0.11416 2.94312
H: -0.38399 0.83794 4.21838
H: 1.71171 -1.24313 3.61460
H: 1.58544 -2.11005 5.25407
H: 2.01140 -0.43499 5.02424
C: -3.26838 -3.62972 2.98731
C: -3.31516 -4.97112 3.61291
O: -3.55075 -5.02679 4.76231
C: -2.93763 -6.21160 2.68317
H: -4.02159 -3.64409 2.00618
H: -2.29874 -3.68812 2.54388
H: -3.32842 -2.92237 3.73191
H: -3.37268 -7.15023 3.21113
H: -2.05807 -6.17171 2.39373
H: -3.35564 -6.06179 1.71829
C: 3.16926 -5.30229 1.58258
C: 2.33377 -4.12458 1.84555
O: 2.37507 -3.16263 1.09496
C: 1.36810 -4.26957 3.06773
H: 2.70439 -6.14099 1.04856
H: 3.41878 -5.78931 2.61579
H: 3.98236 -5.09789 1.03607
H: 0.66035 -3.34421 3.10652
H: 1.74724 -4.42307 4.03029
H: 0.69760 -5.19845 3.04142
C: 1.40174 -0.98401 -5.26370
C: 2.50610 -0.35927 -4.44791
O: 2.40433 -0.09343 -3.26418
C: 3.80996 -0.09334 -5.14536
H: 0.57033 -1.08956 -4.77131
H: 1.37873 -2.12260 -5.43462
H: 1.18273 -0.50606 -6.13548
H: 4.49889 0.45569 -4.49688
H: 3.70595 0.62666 -6.13501
H: 4.36986 -0.96763 -5.57339
C: -2.71663 -3.29148 -0.99792
C: -1.75025 -4.37119 -1.05409
O: -2.16957 -5.45487 -0.58509
C: -0.26628 -4.15494 -1.23893
H: -3.68030 -3.59837 -0.90899
H: -2.95780 -2.79501 -2.02764
H: -2.52362 -2.17994 -0.66744
H: 0.33753 -3.93919 -0.27070
H: 0.14429 -3.43559 -1.86957
H: 0.08751 -5.13043 -1.62259
C: -0.36339 -0.02086 -1.21191
C: -0.66950 0.05035 0.24160
O: -1.36381 0.94538 0.81061
C: -0.22964 -1.17606 1.12489
H: 0.66701 0.03134 -1.12845
H: -0.64728 0.86196 -1.83328
H: -0.92859 -1.04318 -1.45045
H: -0.61518 -0.93782 2.23155
H: 0.79123 -1.27224 1.02622
H: -0.86393 -1.98309 0.82883
C: 2.40433 7.15777 -1.99401
O: 2.53158 6.55829 -0.68211
P: 1.73174 5.26498 -0.20055
O: 0.59261 5.11398 -1.25436
O: 2.50579 3.82350 -0.39113
C: 2.14263 2.97279 -1.46348
O: 0.82411 5.24350 1.11257
C: 0.26300 3.99024 1.58675
H: 2.94838 8.06813 -2.21444
H: 1.36445 7.23220 -2.33430
H: 2.49682 6.41335 -2.81964
H: 2.01252 3.37419 -2.55346
H: 1.08105 2.58797 -1.38227
H: 2.92283 2.01449 -1.16461
H: 1.14705 3.31801 1.78755
H: -0.62153 3.66690 1.12738
H: -0.14001 4.42524 2.60794

Multiplicity = 1
SMILES string = COP(=O)(OC)OC.CC(C)=O.CC(C)=O.CC(C)=O.CC(C)=O.CC(C)=O.CC(C)=O.CC(C)=O.CC(C)=O.CC(C)=O
Highest occupied orbital energy = -9.048 eV

---

(2)
ORCA calculation (the ωB97M-V functional and the def2-TZVPD basis) on C20H45Br3F3N7O2P as an isolated structure.

Atoms and positions in Å:
C: 0.19842 2.51704 -0.50011
O: -0.90243 2.10898 -1.39299
C: -1.61719 1.00490 -0.70050
C: -2.65930 0.37324 -1.82263
C: -3.67822 -0.71229 -1.08476
N: -2.91419 -2.01530 -0.99852
C: -3.77568 -3.17754 -0.55686
N: -5.21681 -3.02690 -0.12219
C: -5.35719 -2.48471 1.28281
C: -6.27204 -3.53633 2.19645
N: -7.08160 -2.77600 3.26728
N: -3.20947 -4.43434 -0.59315
C: -1.80465 -4.77172 -1.04140
C: -0.65325 -4.64910 0.11811
C: 0.00367 -3.15854 0.29674
F: -0.85448 -2.29692 1.19326
Br: 0.54837 -2.25685 -1.40334
C: 1.41389 -3.38366 1.16752
F: 1.21595 -4.21876 2.38337
F: 1.99219 -2.02521 1.48832
Br: 2.75140 -4.19941 -0.13933
C: -4.09364 -5.60331 -0.16513
C: -5.19889 -6.06120 -1.28605
C: -4.72928 -5.87275 -2.84546
Br: -5.71425 -8.02544 -1.10126
H: 1.20996 1.95184 -0.73894
H: 0.35334 3.67269 -0.66208
H: -0.09738 2.28851 0.63044
H: -0.83470 0.18112 -0.41323
H: -2.24990 1.36187 0.22796
H: -2.00160 -0.20667 -2.61289
H: -3.26243 1.21988 -2.39095
H: -4.05339 -0.32475 -0.01976
H: -4.61343 -0.86528 -1.80767
H: -2.54822 -2.21401 -1.95539
H: -5.79891 -2.51384 -0.82058
H: -5.89270 -1.41815 1.24764
H: -4.28752 -2.43794 1.75509
H: -5.59430 -4.29098 2.81148
H: -7.06938 -4.11870 1.55939
H: -7.78744 -2.22834 2.69603
H: -6.44161 -2.04313 3.67861
H: -1.59273 -4.17211 -2.02364
H: -1.82908 -5.92103 -1.36335
H: -1.18030 -4.91147 1.15627
H: 0.12215 -5.51363 -0.07366
H: -3.39795 -6.54875 0.04892
H: -4.65032 -5.40594 0.87204
H: -6.17199 -5.39266 -1.14593
H: -3.59428 -5.63342 -3.00033
H: -4.95256 -6.83828 -3.50965
H: -5.33897 -4.98864 -3.32065
O: 3.46300 6.35865 0.18089
P: 4.86043 5.69231 0.15994
N: 4.25341 4.32246 -0.69968
C: 4.74051 2.94753 -0.65108
C: 3.82638 4.60407 -2.07561
N: 4.76968 5.34791 1.85331
C: 4.46815 4.02691 2.38336
C: 4.06881 6.34087 2.68073
N: 6.46697 4.92626 0.13586
C: 7.39523 5.25104 1.23958
C: 7.18428 5.33920 -1.09159
H: 5.70435 2.82259 -1.15468
H: 4.03182 2.26815 -1.14247
H: 4.83262 2.55532 0.35634
H: 4.66970 4.57590 -2.77249
H: 3.35857 5.58834 -2.16516
H: 3.08167 3.87503 -2.41443
H: 3.49807 3.65587 2.03122
H: 4.45415 4.02766 3.48003
H: 5.25880 3.31909 2.13398
H: 2.98087 6.22167 2.62710
H: 4.32349 7.35861 2.36762
H: 4.36765 6.26000 3.73196
H: 7.46563 6.33317 1.39685
H: 8.40179 4.86586 1.03510
H: 7.10795 4.77627 2.18103
H: 7.36656 6.42226 -1.09838
H: 6.61885 5.09277 -1.99120
H: 8.14491 4.81817 -1.18341

Multiplicity = 1
Net charge = +1
Highest occupied orbital energy = -9.298 eV

---

The following max |F| values (in hartree/bohr) correspond, in order, to the records above: 0.24389 0.17350.
The following gap between HOMO and LUMO values (in hartree) correspond, in order, to the records above: 0.3290 0.1969.
The following molar mass values (in g/mol) correspond, in order, to the records above: 662.8 743.3.